# 1
{
  "formula": "C4H8NO3",
  "method": "the ωB97M-V functional and the def2-TZVPD basis",
  "homo_lumo_gap_ev": 8.03,
  "e_homo_ha": -0.16228,
  "total_charge": -1,
  "lumo_ev": 3.61,
  "e_tot_ha": -437.78524,
  "relative_energy_kcal_mol": 12.7,
  "species": ["C", "C", "O", "N", "H", "H", "H", "H", "H", "C", "C", "O", "O", "H", "H", "H"],
  "positions_angstrom": [[-0.5917, -3.0405, 0.0294], [-0.3685, -1.9779, 1.0798], [0.1440, -2.2177, 2.1591], [-0.7746, -0.7557, 0.6717], [-0.6797, -0.0020, 1.3372], [-0.5982, -0.4728, -0.2959], [-0.0498, -2.7741, -0.8784], [-1.6208, -3.0005, -0.3036], [-0.3577, -4.0368, 0.3794], [0.7135, 2.8978, 0.0219], [0.7642, 2.2073, -1.3661], [1.2538, 2.8297, -2.3220], [0.2825, 1.0399, -1.3754], [-0.2378, 3.4493, 0.0625], [1.4522, 3.6936, -0.0146], [0.6686, 2.1606, 0.8150]],
  "forces_ev_per_angstrom": [[-0.2, 0.2, -0.4], [0.5, -0.1, -0.4], [-0.4, -0.1, 0.4], [-0.2, 0.3, 0.0], [0.3, -0.1, -0.1], [-0.1, 0.3, 0.2], [0.4, -0.2, 0.1], [-0.4, -0.1, 0.1], [0.2, 0.0, 0.1], [-0.9, 0.7, -1.3], [-0.2, -0.6, 0.2], [0.0, 0.3, 0.1], [-0.2, -0.2, -0.1], [0.0, -0.2, 0.0], [0.5, -0.3, 0.8], [0.6, 0.2, 0.3]]
}

---

# 2
{
  "formula": "C4H8NO3",
  "method": "the ωB97M-V functional and the def2-TZVPD basis",
  "homo_lumo_gap_ev": [3.25, 7.90],
  "e_homo_ha": [0.12487, -0.04785],
  "total_charge": -2,
  "lumo_ev": [6.65, 6.60],
  "s2": 0.7507,
  "spin_multiplicity": 2,
  "e_tot_ha": -437.60323,
  "relative_energy_kcal_mol": 7.1,
  "species": ["C", "C", "O", "N", "H", "H", "H", "H", "H", "C", "C", "O", "O", "H", "H", "H"],
  "positions_angstrom": [[2.2304, 1.4678, 1.5408], [1.3009, 0.2931, 1.4883], [0.8951, -0.1884, 0.4545], [0.9709, -0.3409, 2.6736], [2.0181, 2.0563, 0.6519], [3.2051, 1.1595, 1.9050], [0.1112, -0.8563, 2.6045], [1.1777, 0.1606, 3.5201], [2.0678, 2.3582, 2.1774], [-2.2401, -0.3997, -2.8053], [-1.7637, -1.5850, -1.9156], [-1.7452, -1.3575, -0.6945], [-1.3716, -2.5973, -2.5399], [-1.7367, -0.5079, -3.7513], [-1.8045, 0.5483, -2.4553], [-3.3153, -0.2108, -2.8543]],
  "forces_ev_per_angstrom": [[-0.6, 1.5, 0.5], [-0.6, -0.7, 0.4], [0.3, 0.6, -0.3], [0.5, 0.5, 0.0], [1.2, -0.6, -1.0], [0.6, -0.1, -0.8], [-0.1, -0.2, 0.1], [-0.2, 0.1, 0.3], [-0.8, -0.8, 1.1], [0.9, 0.9, 0.2], [0.2, 0.6, 0.2], [-0.5, -0.3, 0.2], [-0.2, -0.4, -0.2], [-0.5, -0.3, -0.9], [-0.2, -0.2, 0.5], [0.0, -0.5, -0.2]]
}

---

# 3
{
  "formula": "C4H8NO3P",
  "method": "the ωB97M-V functional and the def2-TZVPD basis",
  "homo_lumo_gap_ev": [7.31, 7.31],
  "e_homo_ha": [-0.28493, -0.28492],
  "lumo_ev": [-0.45, -0.45],
  "e_tot_ha": -779.00061,
  "relative_energy_kcal_mol": 36.0,
  "species": ["C", "C", "C", "C", "N", "O", "O", "O", "P", "H", "H", "H", "H", "H", "H", "H", "H"],
  "positions_angstrom": [[-0.3991, 0.8117, -1.1059], [1.8665, -0.8837, 0.7274], [0.6659, -0.0825, 1.1970], [-0.3935, 0.4554, 0.2823], [-1.4384, 0.8683, 1.0388], [-1.3348, 1.4777, -1.5902], [0.4730, 0.0702, -1.9210], [-1.6762, -0.8348, -2.6933], [-0.4892, -1.3008, -1.7461], [2.4020, -1.0769, 1.5602], [2.4978, -0.2173, 0.0220], [1.6246, -1.7634, 0.0984], [-0.0592, -0.7271, 1.8928], [1.1381, 0.6901, 1.9046], [-1.4506, 0.6180, 2.0470], [-1.6749, 0.0932, -2.6306], [-1.7519, 1.8021, 0.9165]],
  "forces_ev_per_angstrom": [[-1.2, 0.0, 0.7], [-1.2, 1.7, -4.6], [-0.5, -1.4, 1.9], [0.8, -0.9, -0.2], [-1.0, 0.2, 1.6], [1.0, 0.0, -0.2], [0.6, -0.2, 0.0], [-0.1, -3.6, 0.0], [0.7, 1.2, 0.7], [2.0, -1.2, 2.5], [-0.9, -1.0, 1.2], [0.1, 0.2, 0.7], [2.0, 0.9, -1.0], [-1.2, -0.5, -1.1], [0.4, 0.2, -1.3], [-0.8, 3.5, -0.2], [-0.7, 0.6, -0.7]]
}

---

# 4
{
  "formula": "C4H8NO5",
  "method": "the ωB97M-V functional and the def2-TZVPD basis",
  "homo_lumo_gap_ev": [9.19, 6.22],
  "e_homo_ha": [-0.31547, -0.39068],
  "lumo_ev": [0.60, -4.41],
  "s2": 3.7642,
  "spin_multiplicity": 4,
  "e_tot_ha": -587.71853,
  "relative_energy_kcal_mol": 62.4,
  "species": ["O", "O", "C", "C", "C", "C", "O", "N", "O", "O", "H", "H", "H", "H", "H", "H", "H", "H"],
  "positions_angstrom": [[-1.9552, 0.0692, 0.2885], [-2.7471, 1.0973, -0.0851], [-0.6445, -0.4608, -1.6955], [-0.6833, 0.2310, -0.3406], [-0.2755, 1.6744, -0.4886], [0.2136, -0.5404, 0.7073], [1.6512, -0.5109, 0.5659], [2.1847, -1.2166, 1.8643], [2.8947, -2.1620, 1.6226], [1.8427, -0.6760, 2.8907], [-0.6178, -1.5495, -1.5621], [-1.5134, -0.1658, -2.2980], [0.2812, -0.1589, -2.2088], [-0.0656, 2.1034, 0.4966], [0.6450, 1.7699, -1.0786], [-1.0617, 2.2457, -0.9859], [-0.0419, -0.1667, 1.7013], [-0.1067, -1.5834, 0.6059]],
  "forces_ev_per_angstrom": [[-1.6, 1.9, -0.6], [0.2, -1.7, 0.7], [0.0, -0.2, 0.0], [2.8, -0.5, -0.1], [0.3, 0.6, 0.3], [-0.3, -0.4, -0.3], [-0.2, -0.5, 1.7], [-3.2, 3.4, -6.9], [3.2, -4.1, 0.0], [-0.7, 1.7, 4.9], [-0.2, 0.2, -0.2], [0.2, -0.1, 0.1], [-0.4, -0.2, 0.1], [-0.2, 0.1, -0.1], [-0.2, -0.3, 0.2], [0.3, -0.1, 0.1], [-0.1, 0.0, -0.1], [0.0, 0.0, 0.3]]
}

---

# 5
{
  "formula": "C4H8NO6PS2",
  "method": "the ωB97M-V functional and the def2-TZVPD basis",
  "homo_lumo_gap_ev": 8.01,
  "e_homo_ha": -0.33142,
  "lumo_ev": -1.01,
  "e_tot_ha": -1801.11043,
  "relative_energy_kcal_mol": 0.0,
  "species": ["C", "C", "C", "C", "N", "O", "O", "O", "O", "O", "O", "P", "S", "S", "H", "H", "H", "H", "H", "H", "H", "H"],
  "positions_angstrom": [[-1.4208, -1.4074, -1.4598], [-1.8250, -1.2898, 0.0593], [0.7295, -0.9679, -0.7665], [2.4280, 1.5838, -1.0324], [-0.6716, -1.0675, 0.7427], [-2.1519, -1.6118, -2.3602], [-0.0654, 1.5253, -0.3308], [0.5385, 0.8252, -2.6018], [-0.0382, -1.5241, -1.6342], [-0.9756, -0.5838, 3.2714], [-1.5312, 1.1941, 1.7541], [-0.4142, 0.0814, 1.9336], [1.4690, 0.5596, 2.2500], [0.8632, 0.7772, -1.1711], [-2.6817, -0.5033, -0.0221], [-2.2418, -2.2450, 0.1026], [1.5006, -1.5199, -0.4915], [2.4411, 2.3889, -1.7509], [2.6069, 2.0073, 0.0179], [3.3519, 0.9375, -1.3925], [-0.2858, -0.6969, 3.9986], [-1.6257, 1.5372, 0.8836]],
  "forces_ev_per_angstrom": [[-1.2, -0.7, -0.6], [-1.1, 2.5, -3.4], [-4.6, 2.2, 2.3], [3.2, -1.0, 1.3], [3.8, 0.8, 0.2], [0.2, 0.3, 0.2], [0.6, -0.6, -0.6], [0.6, -0.6, 1.5], [-0.9, -0.9, -1.3], [0.7, -0.3, 1.3], [-0.3, -0.6, 1.7], [0.8, -0.3, 0.5], [-0.6, -0.3, -0.4], [-1.5, 3.5, -2.3], [1.5, -1.0, 0.7], [-0.9, -1.7, 1.0], [3.6, -2.1, 1.6], [-0.7, 0.2, -0.3], [-0.4, -1.0, -1.5], [-2.1, 0.9, 1.0], [-1.2, 0.3, -1.7], [0.3, 0.6, -1.3]]
}

---

# 6
{
  "formula": "C4H8NOS",
  "method": "the ωB97M-V functional and the def2-TZVPD basis",
  "homo_lumo_gap_ev": 6.28,
  "smiles": "CNC(=O)CC[S-]",
  "e_homo_ha": -0.09277,
  "total_charge": -1,
  "lumo_ev": 3.75,
  "e_tot_ha": -685.43829,
  "relative_energy_kcal_mol": 11.2,
  "species": ["C", "N", "C", "O", "C", "C", "S", "H", "H", "H", "H", "H", "H", "H", "H"],
  "positions_angstrom": [[0.1170, -0.1285, 1.8631], [1.2903, -0.4843, 1.0888], [1.5620, -0.0743, -0.1877], [2.6808, -0.2470, -0.6290], [0.4532, 0.5884, -1.0055], [-0.8990, -0.1761, -1.0509], [-2.3808, 0.6003, -0.3476], [-0.3257, 0.7698, 1.4828], [-0.5742, -0.9487, 1.9357], [0.4059, 0.1700, 2.8770], [2.1401, -0.8747, 1.4714], [0.3425, 1.5651, -0.5275], [0.8686, 0.6694, -2.0012], [-0.7275, -1.1597, -0.5881], [-1.0699, -0.4072, -2.0980]],
  "forces_ev_per_angstrom": [[1.1, 0.1, 0.9], [0.3, 0.3, -0.6], [-1.1, 0.0, 0.1], [1.0, -0.2, -0.5], [0.2, -0.4, 0.9], [0.3, -0.4, 0.1], [0.0, 0.2, 0.0], [-0.7, 0.1, -0.6], [-0.6, -0.1, -0.2], [0.2, -0.3, 0.1], [-0.4, 0.0, 0.5], [-0.3, 0.2, -0.4], [0.1, 0.4, -0.1], [-0.1, 0.1, 0.0], [-0.1, 0.0, -0.2]]
}

---

# 7
{
  "formula": "C4H8NOS",
  "method": "the ωB97M-V functional and the def2-TZVPD basis",
  "homo_lumo_gap_ev": 9.11,
  "e_homo_ha": -0.47569,
  "total_charge": 1,
  "lumo_ev": -3.84,
  "e_tot_ha": -685.02903,
  "relative_energy_kcal_mol": 61.3,
  "species": ["C", "C", "C", "C", "N", "O", "S", "H", "H", "H", "H", "H", "H", "H", "H"],
  "positions_angstrom": [[-0.9522, 0.0232, 0.1084], [3.0013, 0.7886, -0.3403], [2.2461, 1.7057, -0.5653], [-2.5140, -1.7259, 0.0280], [-0.5954, 1.1842, -0.0543], [-2.1464, -0.4198, -0.2886], [3.7764, -0.6507, 0.1131], [-0.4001, -0.6438, 0.8094], [1.8446, 2.6567, -0.7346], [-1.2891, 1.7044, -0.6285], [0.4441, 1.4691, 0.1245], [-3.2706, -1.6343, 0.8330], [-1.6939, -2.3001, 0.4537], [-2.9785, -2.1496, -0.8057], [4.5278, -0.0077, 0.9473]],
  "forces_ev_per_angstrom": [[-2.8, -5.7, 2.3], [-0.8, -0.5, 0.2], [0.8, -0.3, 0.4], [-0.9, -0.6, 2.9], [1.4, 4.3, -1.6], [2.8, 2.7, -0.4], [-0.7, -0.2, -1.1], [0.0, 0.3, -1.0], [-0.2, 0.8, -0.5], [1.1, 0.4, 0.4], [-1.8, -0.4, -0.4], [0.3, -0.2, -0.4], [0.1, -0.2, -0.4], [-0.4, -0.8, -1.3], [1.0, 0.4, 1.1]]
}

---

# 8
{
  "formula": "C4H8NOS",
  "method": "the ωB97M-V functional and the def2-TZVPD basis",
  "homo_lumo_gap_ev": 8.67,
  "e_homo_ha": -0.46800,
  "total_charge": 1,
  "lumo_ev": -4.06,
  "e_tot_ha": -685.03776,
  "relative_energy_kcal_mol": 55.8,
  "species": ["C", "C", "C", "C", "N", "O", "S", "H", "H", "H", "H", "H", "H", "H", "H"],
  "positions_angstrom": [[-1.5866, -1.2457, 1.0179], [-0.6368, -0.2713, 0.7409], [0.6062, -0.5434, -1.3256], [0.6662, -0.1498, 0.1259], [0.9560, 1.3422, 0.1917], [-1.4844, 0.8960, 0.8195], [-2.8850, -0.0742, 1.3655], [-1.6375, -2.2785, 1.1704], [-0.0932, 0.1841, -1.6929], [1.5244, -0.5765, -1.9668], [0.1580, -1.4625, -1.3571], [1.3671, -0.7932, 0.5816], [1.8111, 1.5015, -0.3416], [0.9559, 1.6127, 1.1153], [0.2787, 1.8584, -0.4449]],
  "forces_ev_per_angstrom": [[1.1, 2.9, 0.3], [-5.5, -1.1, 1.1], [1.1, 2.1, -0.8], [0.0, 0.5, -1.2], [0.2, -1.3, -4.4], [0.2, -1.1, 0.5], [2.5, 0.2, -1.1], [0.2, -1.3, 0.0], [-0.5, 0.1, -1.2], [-0.5, 0.3, 1.0], [-1.1, -2.4, -0.3], [1.3, 0.1, 1.2], [0.6, 0.1, 0.8], [0.1, 1.6, 2.5], [0.2, -0.7, 1.6]]
}